a:
Entry from the OMol25 dataset: C23H24FNO in the gas phase (wB97M-V/def2-TZVPD).

Atoms and positions in Å:
C 1.93558 -2.26808 3.61301
C 2.10581 -1.70528 2.23566
C 3.25908 -1.94122 1.49932
C 3.40255 -1.41188 0.23006
C 2.38416 -0.64527 -0.30262
F 2.54956 -0.15298 -1.55197
C 1.21176 -0.38632 0.39880
C 0.08107 0.41633 -0.17861
C 0.42785 1.86418 -0.54317
C 0.52146 2.94243 0.48135
C 0.34853 4.19612 0.08865
C -0.00617 4.61279 -1.31247
C -0.18168 3.45849 -2.31843
C -0.64685 2.21041 -1.58258
C -2.04257 2.42728 -0.98024
C -0.74217 0.89185 -2.34709
O -1.15168 0.70275 -3.46983
N -0.35624 -0.07691 -1.48084
C -0.46585 -1.48870 -1.77081
C -1.19998 -2.19969 -0.66739
C -0.57390 -3.17115 0.10087
C -1.24472 -3.77566 1.14988
C -2.54636 -3.40941 1.44533
C -3.17960 -2.44280 0.68117
C -2.51017 -1.84309 -0.36961
C 1.10184 -0.92967 1.67135
H 2.11112 -1.49233 4.35838
H 0.92245 -2.63995 3.75022
H 2.63812 -3.07758 3.79256
H 4.05053 -2.54597 1.91596
H 4.29066 -1.58908 -0.35606
H -0.75481 0.38322 0.53718
H 1.38664 1.83027 -1.07673
H 0.76615 2.68197 1.50031
H 0.43451 5.01058 0.79555
H 0.76566 5.29613 -1.67741
H -0.93043 5.19676 -1.25672
H -0.89724 3.74097 -3.09126
H 0.76797 3.24509 -2.81226
H -2.41304 1.52216 -0.50329
H -2.73269 2.69285 -1.77822
H -2.03222 3.22318 -0.24107
H -1.00894 -1.55706 -2.71922
H 0.52885 -1.92889 -1.90916
H 0.44500 -3.45505 -0.12161
H -0.74733 -4.53184 1.73963
H -3.06854 -3.87762 2.26677
H -4.19746 -2.15801 0.90454
H -3.00234 -1.09215 -0.97164
H 0.19609 -0.75219 2.23377

- LUMO: 0.72 eV
- Total charge: 0
- E_HOMO: -8.962 eV

natural (NBO) population analysis, charges in e, atoms 1 to 6:
1 C -0.625
2 C -0.032
3 C -0.189
4 C -0.271
5 C 0.375
6 F -0.330

---

b:
Entry from the OMol25 dataset: C23H24FNO in the gas phase (wB97M-V/def2-TZVPD).

Atoms and positions in Å:
C -0.55412 1.80307 4.63644
C -0.99090 0.79373 3.64546
C -2.17739 0.15822 3.90050
C -2.66429 -0.93524 3.10876
C -1.82615 -1.40855 2.08989
F -2.24395 -2.45264 1.43107
C -0.71075 -0.59214 1.64838
C -0.02242 -0.61908 0.26103
C 0.15202 -1.95023 -0.29837
C 1.06901 -2.89250 0.34344
C 1.62944 -3.97911 -0.36147
C 1.40337 -4.20576 -1.88643
C 0.51688 -3.09158 -2.45345
C 0.49334 -1.79919 -1.72810
C 1.87917 -1.11435 -1.95110
C -0.47136 -0.56192 -1.94288
O -1.01563 -0.35859 -3.01295
N -0.81414 0.05199 -0.77499
C -1.37070 1.41713 -0.59410
C -0.50217 2.51796 -1.21712
C 0.74926 2.67231 -0.63926
C 1.54317 3.68237 -1.04315
C 1.08522 4.65969 -1.96543
C -0.22201 4.46535 -2.55908
C -1.00908 3.43070 -2.11552
C -0.27691 0.46209 2.52264
H 0.48877 1.73886 4.94301
H -0.79447 2.83835 4.22981
H -1.09596 1.70539 5.54387
H -2.65736 0.20327 4.88035
H -3.47798 -1.55752 3.32634
H 0.98772 -0.12460 0.31900
H -0.82008 -2.39783 -0.31414
H 1.21529 -2.69918 1.42195
H 2.44401 -4.56251 0.17314
H 0.76928 -5.14550 -2.00451
H 2.39601 -4.29138 -2.42576
H 0.97222 -2.87606 -3.47307
H -0.63770 -3.40276 -2.59242
H 1.82329 -0.76669 -3.01572
H 2.67944 -1.81984 -1.79923
H 2.04892 -0.25600 -1.32277
H -1.53053 1.62825 0.44604
H -2.30035 1.25843 -1.10162
H 1.29343 1.90152 -0.06751
H 2.55056 3.56161 -0.70447
H 1.83917 5.44139 -2.08055
H -0.55638 5.20954 -3.25771
H -1.94478 3.37320 -2.46968
H 0.65857 0.88632 2.30144

- LUMO: 0.66 eV
- Total charge: 0
- E_HOMO: -8.845 eV

natural (NBO) population analysis, charges in e, atoms 1 to 6:
1 C -0.620
2 C -0.061
3 C -0.178
4 C -0.265
5 C 0.402
6 F -0.309

---

Tell me which of them is the least stable. Sure, it is b.

---

a:
Entry from the OMol25 dataset: a 2-piece molecular cluster, CH5NO2PS overall (wB97M-V/def2-TZVPD).

Atoms and positions in Å:
C 2.36831 0.57109 0.86282
N -0.59194 -0.05517 -1.61361
O -0.78336 -2.33653 -0.57137
O -2.42709 0.80172 1.02978
P -0.45161 -0.95615 -0.17448
S 1.91032 -0.80938 0.16181
H 2.39833 1.60738 0.29829
H 2.00295 0.76329 1.87331
H -2.55239 -0.03661 1.36033
H -0.47806 0.87676 -1.24932
H -1.39546 -0.42639 -1.97757

- LUMO (spin up / spin down): 2.66 / 2.35 eV
- Total charge: -1
- E_HOMO (spin up / spin down): -4.298 / -3.384 eV

natural (NBO) population analysis, charges in e, atoms 1 to 6:
1 C -0.677
2 N -1.183
3 O -1.109
4 O -1.098
5 P 1.539
6 S 0.003

---

b:
Entry from the OMol25 dataset: a 3-piece molecular cluster, CH5NO2PS overall (wB97M-V/def2-TZVPD).

Atoms and positions in Å:
C 0.64168 -0.43593 -2.27843
N -0.70958 1.33436 1.67844
O 0.63699 -1.49625 1.67244
O -2.05242 -0.36868 0.14370
P -1.73684 -0.08291 1.54795
S 1.32869 -0.28700 -3.73770
H 1.09176 -0.80646 1.16127
H 1.22061 -1.08164 -1.66504
H -0.08790 0.10062 -1.70852
H -0.43853 1.87700 0.86407
H 0.10553 1.24689 2.32182

- LUMO: 2.50 eV
- Total charge: -1
- E_HOMO: -3.534 eV

natural (NBO) population analysis, charges in e, atoms 1 to 6:
1 C -0.401
2 N -1.252
3 O -1.253
4 O -1.114
5 P 1.462
6 S -0.022

---

Tell me which of them is the least stable. Sure, it is a.

---

a:
Entry from the OMol25 dataset: C5H6N2O2 as an isolated structure (wB97M-V/def2-TZVPD).

Atoms and positions in Å:
C -0.86997 -1.44981 -0.30301
C -1.15113 0.02145 0.34302
C 1.04512 1.03957 0.32616
C 0.59052 -0.85139 -0.32210
C 0.22977 -0.05040 0.88328
H -1.41564 -1.68522 -1.21247
H -1.01703 -2.24396 0.41749
H -2.06133 0.16172 0.96810
H 0.37365 2.50979 -0.91533
H 0.46159 -0.21121 -1.20652
H 0.51927 -0.44269 1.86036
N 0.08322 2.09597 -0.00732
N 2.14720 0.69437 -0.16315
O -1.04806 1.20269 -0.50361
O 2.11281 -0.79090 -0.16492

- LUMO: 0.31 eV
- Total charge: 0
- E_HOMO: -9.233 eV

natural (NBO) population analysis, charges in e, atoms 1 to 6:
1 C -0.391
2 C 0.091
3 C 0.368
4 C 0.090
5 C -0.371
6 H 0.221

---

b:
Entry from the OMol25 dataset: C5H6N2O2 in the gas phase (wB97M-V/def2-TZVPD).

Atoms and positions in Å:
C 2.56240 0.23969 -0.21293
C 1.11796 0.00635 0.05741
N 0.86310 -1.30170 0.02123
N -0.60580 -1.41982 0.03172
C -1.11995 -0.28367 -0.00226
C -2.54741 0.05917 -0.06574
O -3.05933 1.14674 -0.02147
O -3.40264 -0.94517 -0.14789
C -0.07842 0.75218 0.12294
H 3.13630 0.56346 0.79360
H 2.84918 0.97294 -1.10761
H 3.00511 -0.76092 -0.21929
H -2.77616 -1.74144 0.13143
H 0.00964 1.02614 1.15975
H 0.04603 1.68606 -0.54089

- LUMO: -0.30 eV
- Total charge: 0
- E_HOMO: -10.594 eV

natural (NBO) population analysis, charges in e, atoms 1 to 6:
1 C -0.672
2 C 0.266
3 N -0.273
4 N -0.222
5 C 0.091
6 C 0.723

---

Tell me which of them is the least stable. Sure, it is a.

---

a:
Entry from the OMol25 dataset: C5H6N2O2 in the gas phase (wB97M-V/def2-TZVPD).

Atoms and positions in Å:
C -2.42244 -0.04009 -0.00113
C -0.92521 -0.03881 -0.09989
C -0.26766 1.18257 -0.02366
C 1.16409 1.27053 -0.00556
O 1.82632 2.30994 -0.13181
N 1.76656 0.02919 0.07547
C 1.03318 -1.11512 -0.04868
O 1.67972 -2.26091 -0.10274
N -0.22028 -1.18286 -0.11985
H -2.91549 -0.52538 -0.88151
H -2.78892 0.97092 0.20980
H -2.59199 -0.65519 0.87385
H -0.81765 2.07683 -0.10393
H 2.82306 0.11505 0.14775
H 2.65670 -2.13667 0.21189

- LUMO: 0.14 eV
- Total charge: 0
- E_HOMO: -8.879 eV

natural (NBO) population analysis, charges in e, atoms 1 to 6:
1 C -0.646
2 C 0.283
3 C -0.404
4 C 0.615
5 O -0.625
6 N -0.626

---

b:
Entry from the OMol25 dataset: C5H6N2O2 as an isolated structure (wB97M-V/def2-TZVPD).

Atoms and positions in Å:
C 2.11519 0.05422 -0.03851
C 1.06512 -0.25512 1.09131
C -0.38555 -0.02382 0.38245
C -0.88433 1.11659 -0.04294
C -2.20656 -0.63801 -0.23137
H 2.94812 -0.93460 -1.51183
H 1.26671 0.72077 1.62677
H 1.03887 -1.33352 1.47845
H -0.56185 1.88260 -0.28358
H -2.92031 1.03572 -0.88553
H -3.03715 -0.96401 -0.40687
N -2.20999 0.61984 -0.54731
N -1.21174 -1.09869 0.36646
O 2.13391 -1.15335 -0.86057
O 2.84955 0.97140 -0.13692

- LUMO: 0.74 eV
- Total charge: 0
- E_HOMO: -9.399 eV

natural (NBO) population analysis, charges in e, atoms 1 to 6:
1 C 0.816
2 C -0.556
3 C 0.154
4 C -0.112
5 C 0.235
6 H 0.481

---

Tell me which of them is the least stable. Sure, it is b.

---

a:
Entry from the OMol25 dataset: a 2-piece molecular cluster, C5H11NS overall (wB97M-V/def2-TZVPD).

Atoms and positions in Å:
C -3.40049 -0.16010 -0.95081
C -0.45474 0.57408 -1.32140
C 0.95498 0.93991 0.77858
C -0.84573 -1.81122 0.49148
C -0.41867 0.68524 0.22068
N -1.06161 -0.42978 0.86319
S -3.99065 0.47763 0.30172
H -1.06320 -0.20395 1.89904
H -1.25414 0.00209 -1.85936
H -0.47668 1.48946 -1.86284
H 0.44016 -0.05095 -1.72276
H 0.79645 0.70940 1.77471
H 1.19185 1.96603 0.58892
H 1.65648 0.24963 0.21438
H -1.48797 -2.56502 1.01492
H -1.07942 -1.97920 -0.55606
H 0.13786 -2.18147 0.64406
H -1.04960 1.49390 0.38858

- LUMO: 0.24 eV
- Total charge: 0
- E_HOMO: -8.232 eV

natural (NBO) population analysis, charges in e, atoms 1 to 6:
1 C -0.178
2 C -0.644
3 C -0.609
4 C -0.416
5 C -0.047
6 N -0.659

---

b:
Entry from the OMol25 dataset: C5H11NS in the gas phase (wB97M-V/def2-TZVPD).

Atoms and positions in Å:
C 0.41857 1.71389 -0.16120
C 0.38826 0.20422 -0.01227
C -0.64611 -0.51393 0.45793
C -2.04793 0.02524 0.72304
S -3.33172 -0.69551 -0.39118
C 1.76089 -0.38620 -0.41763
N 2.09622 -1.71599 0.02253
H 0.84559 1.89095 -1.13375
H 1.09759 2.15481 0.59584
H -0.53400 2.20765 -0.01318
H -0.49324 -1.54626 0.58860
H -2.35826 -0.31872 1.71302
H -2.07098 1.13921 0.75903
H -2.93637 0.03751 -1.53708
H 1.89473 -0.22768 -1.46549
H 2.54169 0.28965 0.00819
H 1.66984 -1.88911 0.88706
H 1.70520 -2.36972 -0.62345

- LUMO: 0.85 eV
- Total charge: 0
- E_HOMO: -8.923 eV

natural (NBO) population analysis, charges in e, atoms 1 to 6:
1 C -0.652
2 C 0.028
3 C -0.243
4 C -0.536
5 S -0.051
6 C -0.248

---

Tell me which of them is the least stable. Sure, it is a.

---

a:
Entry from the OMol25 dataset: C5H6OS2 as an isolated structure (wB97M-V/def2-TZVPD).

Atoms and positions in Å:
C -1.34811 -1.17920 -1.66127
C -1.26976 -0.87280 -0.19632
C 0.07494 -0.52886 0.40648
C 0.70550 0.80701 -0.04517
C 1.17192 1.22337 1.36584
H -2.38632 -1.27898 -2.00905
H 0.77107 -1.34525 0.23152
H -0.07931 1.48414 -0.40446
H 1.51445 0.72433 -0.79003
H 2.21358 1.01396 1.54627
H 0.96866 2.24840 1.62823
O -2.29278 -0.93977 0.45408
S -0.10198 -1.35453 -2.67215
S 0.05814 -0.00185 2.14605

- LUMO: -1.57 eV
- Total charge: 0
- E_HOMO: -8.836 eV

natural (NBO) population analysis, charges in e, atoms 1 to 6:
1 C -0.367
2 C 0.491
3 C -0.432
4 C -0.398
5 C -0.497
6 H 0.222

---

b:
Entry from the OMol25 dataset: C5H6OS2 as an isolated structure (wB97M-V/def2-TZVPD).

Atoms and positions in Å:
C -0.04097 1.52245 0.96742
C 1.03797 1.13284 0.05058
C 0.90422 -0.25839 -0.63286
C -0.82901 -1.70289 0.02930
C -0.50923 -0.69613 -1.06270
H -1.08102 1.41892 0.49865
H -0.07620 0.81774 1.84998
H 0.05215 2.54440 1.41351
H 1.72880 -0.39258 -1.34215
H -1.65093 -1.39386 0.69664
H -1.14665 -2.68817 -0.45709
O 2.03084 1.79281 -0.22831
S 0.85026 -1.61167 0.65323
S -1.27024 -0.48548 -2.43622

- LUMO: -0.73 eV
- Total charge: 0
- E_HOMO: -9.195 eV

natural (NBO) population analysis, charges in e, atoms 1 to 6:
1 C -0.750
2 C 0.579
3 C -0.474
4 C -0.622
5 C -0.101
6 H 0.245

---

Tell me which of them is the least stable. Sure, it is a.